26
Properties=species:S:1:pos:R:3:forces:R:3:nbo_charge:R:1 method="wB97M-V/def2-TZVPD" charge=0 homo_lumo_gap_ev=8.73 lumo_energy_ev=-0.28
C -1.029719 -2.590928 0.388081 0.651 -0.382 -0.487 -0.389
C -0.089192 -1.668987 0.043708 -2.546 -0.395 0.282 0.148
C -2.140851 -2.808551 -0.477542 3.795 3.977 -0.249 0.467
C -1.640969 -0.950317 -1.803182 1.951 0.742 0.295 0.800
C 2.091982 2.081774 -0.648394 -0.762 -0.517 -2.224 -0.460
C 1.712119 1.754867 0.739352 -2.316 1.572 -0.007 0.007
C 0.274376 0.415821 -1.152760 -1.675 0.987 2.852 0.086
C 1.485659 2.964982 1.655993 2.091 1.653 0.035 -0.065
N -2.337880 -2.035881 -1.497658 -1.463 1.407 -2.166 -0.615
N -0.387420 -0.755532 -0.889847 -1.587 -0.210 -2.413 -0.497
N -2.939401 -3.764067 -0.315225 -3.013 -4.906 1.999 -0.721
O -1.720088 -0.141213 -2.719230 -0.476 -1.281 1.288 -0.603
O 0.514707 1.099487 0.761684 -1.520 -1.254 -2.088 -0.711
O 1.073516 2.511224 2.943473 0.068 0.322 -1.251 -0.710
S 1.907123 0.447224 -1.540221 1.372 0.669 -0.006 0.302
H -0.957782 -3.225841 1.238157 0.568 -0.295 0.547 0.218
H 0.742822 -1.516245 0.629157 1.874 0.457 1.067 0.231
H 1.359800 2.693217 -1.192021 0.499 0.450 0.342 0.221
H 3.117692 2.355738 -0.748181 0.620 0.627 -0.299 0.230
H 2.468463 1.123577 0.992039 2.497 -1.705 1.969 0.153
H -0.472623 1.165610 -1.523634 1.214 -0.506 0.258 0.264
H 0.654887 3.581224 1.178643 1.169 -0.413 0.472 0.167
H 2.473175 3.554427 1.810884 -1.716 -0.630 -0.411 0.171
H -2.721967 -4.493205 0.380475 -0.570 0.778 -0.706 0.403
H -3.818359 -3.770244 -0.809077 0.186 -0.200 -0.124 0.422
H 0.379931 1.971837 2.555325 -0.911 -0.945 1.025 0.480

23
Properties=species:S:1:pos:R:3:forces:R:3:nbo_charge:R:1 method="wB97M-V/def2-TZVPD" s_squared=2.05 charge=+1 spin_multiplicity=3 homo_lumo_gap_ev="8.85 / 6.10" lumo_energy_ev="-3.57 / -7.79"
C 1.125851 1.312675 1.280478 -0.656 1.297 -0.826 -0.213
C 1.557365 0.232552 0.490128 -5.089 1.059 -0.320 0.302
C -0.260507 1.756792 1.263545 1.871 -2.923 -0.748 0.312
C -0.702325 0.079339 -0.177876 1.032 -0.501 1.290 0.501
C -0.961941 -1.811569 -1.540880 -1.734 0.760 -1.889 0.303
C 2.852842 -0.275112 0.303676 1.086 -4.493 -0.390 -0.681
C -0.654943 2.877730 2.099200 -3.359 -2.209 0.734 -0.649
C -1.768084 -2.738153 -2.469419 -0.899 2.691 2.098 -0.642
N -1.145190 1.021024 0.582115 -1.663 2.372 0.830 -0.416
N -1.550670 -0.724917 -0.892197 -1.902 -1.760 -0.651 -0.375
N 0.276252 -1.965121 -1.425987 2.260 -1.910 -0.146 -0.081
N 0.532779 -0.322274 -0.197325 2.220 0.520 -0.273 -0.345
H 1.855556 2.011626 1.672178 0.053 -0.294 0.482 0.237
H -2.615423 -0.692956 -0.816157 1.973 0.436 0.014 0.467
H 2.844299 -1.434430 -0.002362 -0.069 2.655 0.827 0.271
H 3.409093 -0.119312 1.170271 1.021 -0.151 1.731 0.250
H 3.435032 0.197147 -0.411153 0.725 1.164 -1.892 0.272
H -1.203084 3.597140 1.540016 -0.534 0.680 -0.231 0.257
H 0.211558 3.215879 2.467204 2.911 2.009 1.644 0.223
H -1.278155 2.470641 2.981865 0.733 0.762 -1.406 0.263
H -2.651343 -2.155970 -2.709927 -0.695 -0.428 0.113 0.222
H -1.937863 -3.545809 -1.803677 -0.683 -1.265 -0.033 0.254
H -1.371100 -2.986922 -3.403715 1.399 -0.470 -0.958 0.269

25
Properties=species:S:1:pos:R:3:forces:R:3:nbo_charge:R:1 method="wB97M-V/def2-TZVPD" charge=+1 homo_lumo_gap_ev=7.95 lumo_energy_ev=-5.08
C 2.501473 0.515842 -1.932707 -0.603 2.650 -1.448 -0.165
C 2.954924 -0.249603 -0.961654 1.685 -3.836 2.019 -0.174
C 1.176218 0.893326 -2.020306 0.932 -2.665 2.268 -0.093
C 2.116988 -0.856591 -0.054977 -1.273 1.413 -0.370 -0.126
C 0.267744 0.291725 -1.184874 1.115 -0.149 -0.208 -0.124
C 0.777892 -0.546721 -0.185058 -0.382 -0.502 0.830 -0.096
C -1.117716 0.667258 -1.340863 -0.829 3.329 0.302 0.584
C -0.102583 -0.996910 0.837388 -3.342 -0.771 0.784 0.229
N -2.003994 -0.405168 -1.092260 1.654 -1.876 1.656 0.043
N -1.396154 -0.891855 0.652295 -0.556 -0.535 -2.171 -0.061
N 0.179731 1.063110 2.318732 1.840 -2.688 2.186 -1.068
N -2.471492 -1.416477 1.238902 0.242 2.970 0.305 -0.585
O -1.466062 1.832634 -1.612289 -0.196 -3.143 0.359 -0.519
O -3.259989 -0.123378 -0.888753 -0.389 1.330 -0.746 -0.459
H 3.214496 1.015474 -2.527146 0.602 0.247 -1.090 0.238
H 3.933910 -0.697794 -0.938240 0.736 0.865 -0.167 0.237
H 0.836669 1.488673 -2.737206 -1.206 2.657 -2.928 0.230
H 2.449149 -1.396220 0.793886 0.404 -0.668 0.414 0.229
H 0.111695 -1.481601 1.800769 0.668 0.195 -0.620 0.249
H -0.594613 0.769051 2.921439 0.139 -0.181 -0.108 0.359
H 0.106137 2.025545 2.389554 0.063 2.643 -0.209 0.377
H -3.308269 -0.860407 1.078816 0.358 -0.045 0.167 0.410
H 1.057142 0.833349 2.930657 -1.968 0.556 -1.453 0.373
H -2.657892 -2.331657 1.526651 0.701 -1.872 -0.119 0.414
H -3.305403 0.858395 -1.012757 -0.392 0.074 0.347 0.500

25
Properties=species:S:1:pos:R:3:forces:R:3:nbo_charge:R:1 method="wB97M-V/def2-TZVPD" charge=+1 homo_lumo_gap_ev=7.95 lumo_energy_ev=-4.65
C -0.059340 2.829593 -1.950326 0.208 -0.351 0.992 -0.158
C 1.131231 2.648198 -1.250855 1.946 2.043 0.271 -0.165
C -1.045094 1.893052 -1.847710 -1.705 -0.183 -1.185 -0.142
C 1.348974 1.513217 -0.521983 -2.167 -0.478 0.061 -0.162
C -0.900429 0.771455 -1.068497 1.249 -1.308 0.178 -0.136
C 0.322727 0.522981 -0.402522 0.811 2.469 -0.619 -0.082
C -1.891889 -0.285845 -1.124818 -0.482 -0.842 0.632 0.634
C 0.640091 -0.591738 0.385395 -3.639 -0.436 -2.459 0.098
N -1.483456 -1.452294 -0.371630 1.023 0.049 0.474 0.017
N -0.178691 -1.620659 0.333299 -0.937 0.961 -0.486 0.093
N 0.124509 -2.635823 1.151089 0.678 0.694 2.468 -0.642
N 0.377500 -1.355401 3.619573 -1.772 2.531 -2.768 -1.050
O -2.969363 -0.287945 -1.668732 0.727 -0.375 0.256 -0.536
O -2.210358 -2.621648 -0.426066 3.461 -0.470 3.567 -0.520
H -0.336832 3.712831 -2.439750 0.285 1.198 -0.871 0.241
H 1.957005 3.468113 -1.163556 -1.769 -1.516 -0.575 0.251
H -1.977201 1.983310 -2.453262 0.773 0.043 0.746 0.260
H 2.185970 1.449194 0.104032 1.306 -0.275 0.543 0.221
H 1.477945 -0.587659 0.975289 1.897 -0.695 1.181 0.243
H 0.298479 -2.288184 2.232568 -0.620 -0.347 -1.908 0.436
H -0.337462 -3.486620 1.013541 -0.983 -1.169 -0.577 0.407
H -0.268405 -0.499447 3.439909 0.814 -2.358 0.887 0.392
H 1.209402 -0.888064 3.828662 1.992 0.550 0.337 0.381
H 0.160700 -1.873620 4.416447 -1.053 -0.762 1.568 0.398
H -2.873526 -2.643602 -1.055960 -2.041 1.027 -2.716 0.522

24
Properties=species:S:1:pos:R:3:forces:R:3:nbo_charge:R:1 method="wB97M-V/def2-TZVPD" charge=+1 homo_lumo_gap_ev=7.85 lumo_energy_ev=-3.85
C 0.315573 4.006704 -0.095193 -3.314 1.167 1.008 -0.056
C 0.256193 2.675055 -0.093143 -0.531 -0.302 1.318 -0.058
C 1.783019 3.373917 -1.507096 -2.502 0.411 2.126 0.203
C 0.055252 -0.507035 0.086315 0.302 2.354 0.466 0.204
C 1.466997 0.933963 -1.206408 -0.596 -3.812 1.053 0.193
C 0.466034 -1.892049 -0.353114 -1.679 0.383 -0.423 -0.344
C -1.680953 -1.224733 1.520196 -3.143 2.013 1.387 -0.301
C -1.107362 -2.598456 1.349978 -0.376 -1.971 1.979 -0.270
N 1.196492 4.414316 -1.032898 1.606 0.396 -0.809 -0.364
N -0.881096 -0.146506 0.883377 1.510 -1.684 -1.239 -0.453
N 1.199831 2.178131 -0.946058 1.067 1.916 -1.062 -0.477
N -0.741318 -2.830225 -0.030116 1.659 0.506 -3.489 -0.508
S 2.429527 -0.078393 -1.965283 -0.183 1.224 -0.086 0.125
H -0.480168 4.710927 0.370188 1.971 -1.298 -0.629 0.243
H -0.254609 1.981270 0.485073 -1.083 -0.791 0.914 0.247
H 2.360714 3.445757 -2.320213 2.476 -0.544 -2.709 0.214
H 0.568939 -1.818085 -1.437014 -0.018 -0.351 -0.119 0.259
H 1.347584 -2.359005 0.016468 0.728 0.022 0.678 0.253
H -2.765872 -1.034732 1.092721 1.976 -0.864 0.649 0.239
H -1.860112 -0.970833 2.669191 0.755 -0.658 -2.404 0.270
H -0.136481 -2.555063 1.816713 0.271 -0.315 0.786 0.223
H -1.663832 -3.516275 1.779098 0.526 1.829 -0.698 0.264
H -1.409774 -2.403252 -0.679965 -0.568 -0.758 0.181 0.435
H -0.464577 -3.785398 -0.402819 -0.854 1.127 1.122 0.460

21
Properties=species:S:1:pos:R:3:forces:R:3:nbo_charge:R:1 method="wB97M-V/def2-TZVPD" charge=0 homo_lumo_gap_ev=9.03 lumo_energy_ev=0.91
C 0.538695 -1.733643 -2.626545 1.389 -0.113 -0.076 -0.101
C 1.869119 -1.423282 -2.437951 -0.973 0.030 0.259 0.023
C 0.699899 -0.644367 -0.814743 -2.360 1.912 0.626 0.483
C 0.329861 0.132699 0.402902 0.630 -0.202 2.568 -0.078
C -0.940856 0.526440 0.820874 2.388 -0.394 -4.036 0.070
C 1.564186 0.319166 1.410654 -0.075 -1.023 -1.904 -0.649
C -1.154755 1.389668 1.980436 0.937 0.524 0.709 -0.650
C -2.089871 0.468527 -0.161194 -1.192 -3.873 -0.568 -0.668
N -0.184419 -1.176903 -1.611467 0.440 -0.515 0.675 -0.486
O 1.957948 -0.665090 -1.275678 -0.372 -0.986 -0.404 -0.412
H 0.002788 -2.387498 -3.308414 0.622 0.316 -0.251 0.222
H 2.831952 -1.624517 -2.863964 -0.119 -0.158 -0.386 0.214
H 1.509583 1.342154 1.822717 0.386 -0.666 0.042 0.214
H 1.561817 -0.492499 2.204329 -0.104 1.173 -0.763 0.221
H 2.518628 0.150120 0.771125 -1.480 0.614 1.404 0.229
H -2.102581 1.849906 1.909494 -1.041 0.626 -0.046 0.217
H -0.394037 2.180980 2.077724 -0.210 -0.259 -0.102 0.223
H -1.154371 0.860446 2.905777 0.118 -0.571 0.857 0.227
H -2.722485 -0.531352 0.043636 1.083 1.979 0.018 0.223
H -2.791366 1.271318 -0.001697 -0.084 0.381 -0.287 0.209
H -1.849735 0.187726 -1.248014 0.016 1.204 1.666 0.272

22
Properties=species:S:1:pos:R:3:forces:R:3:nbo_charge:R:1 method="wB97M-V/def2-TZVPD" charge=0 homo_lumo_gap_ev=9.45 lumo_energy_ev=0.39
C 1.845863 -1.307209 0.213872 0.419 -0.349 0.012 0.229
C 1.539081 1.172897 0.116406 0.073 -0.064 -0.169 0.589
C 0.281752 1.993909 0.279755 -0.201 0.184 -0.011 -0.518
C -0.925133 1.193613 -0.211481 0.125 0.051 0.017 -0.456
C 1.243996 -0.214981 -0.457075 -3.706 0.275 0.696 0.041
C -0.687871 -0.278416 0.056614 3.063 -0.030 -0.906 0.135
C -1.353501 -1.226703 -0.900223 0.158 0.119 0.075 -0.658
C -0.754278 -0.702022 1.498946 0.068 0.007 -0.138 -0.666
N 2.271485 -2.225385 0.755847 0.109 -0.273 0.173 -0.295
O 2.643196 1.541469 0.407185 0.032 -0.001 0.056 -0.488
O 1.286228 -0.220450 -1.849271 0.190 0.044 -0.063 -0.684
H 0.197036 2.249467 1.338476 0.058 0.020 0.004 0.242
H 0.401583 2.933265 -0.262358 0.034 0.028 0.084 0.250
H -1.838605 1.537067 0.279997 -0.080 0.001 -0.069 0.221
H -1.041299 1.339404 -1.286873 -0.073 0.000 0.011 0.220
H -1.061313 -2.254996 -0.690953 -0.028 -0.076 -0.004 0.220
H -1.093154 -0.983614 -1.929886 -0.019 -0.003 -0.009 0.230
H -2.436285 -1.149383 -0.793967 -0.129 -0.033 -0.008 0.221
H -1.792690 -0.672705 1.832145 -0.083 0.020 0.090 0.221
H -0.166400 -0.050261 2.143055 0.001 0.051 0.113 0.215
H -0.387217 -1.721311 1.621154 -0.014 0.007 0.032 0.234
H 1.827524 -0.953646 -2.161367 0.002 0.021 0.013 0.497

25
Properties=species:S:1:pos:R:3:forces:R:3:nbo_charge:R:1 method="wB97M-V/def2-TZVPD" charge=0 homo_lumo_gap_ev=9.99 lumo_energy_ev=0.47
C 2.211011 0.116495 0.224187 -1.784 1.339 1.513 0.741
C 0.738573 -1.706077 -0.340617 -1.120 0.345 -1.547 0.814
C 1.576364 0.921194 1.434370 2.016 -2.889 2.045 -0.522
C -0.083193 -0.396285 -0.798413 1.299 0.281 -3.405 -0.191
C 0.616003 1.614833 0.591948 -2.286 -0.891 -1.550 -0.156
C -1.387580 -0.137895 -0.085159 1.234 0.199 2.118 -0.117
C -1.568585 -1.156503 1.079424 2.517 -0.889 -0.101 -0.634
C -2.495950 -0.014979 -1.066783 -1.105 -0.117 -1.003 -0.638
N 0.890955 0.747494 -0.633276 -0.304 0.302 0.293 -0.043
O 1.822648 -1.261809 0.242463 1.357 -1.606 0.925 -0.518
O 3.233694 0.432783 -0.330648 2.125 -0.018 -1.004 -0.707
O 0.464936 -2.872089 -0.564650 0.280 2.301 0.626 -0.556
O 1.454114 1.416317 -1.703552 -0.240 -0.903 -0.332 -0.538
S -1.218016 1.510944 0.833217 1.008 0.096 -0.480 0.192
H 1.205579 0.081709 2.063277 -0.149 1.112 0.164 0.231
H 2.266628 1.582552 1.992118 -0.317 -0.592 -0.299 0.243
H -0.250664 -0.426259 -1.961867 0.314 -0.284 2.205 0.269
H 0.980706 2.596524 0.438413 -0.255 1.074 -0.682 0.252
H -2.411329 -0.886519 1.609598 -2.061 0.322 1.079 0.219
H -0.724791 -1.066138 1.870017 -1.110 0.013 -1.524 0.217
H -1.586660 -2.235319 0.803207 -0.230 0.845 -0.184 0.241
H -3.449530 0.224976 -0.470136 1.047 -0.686 -1.547 0.234
H -2.443327 -0.930718 -1.724522 -1.019 0.336 1.135 0.231
H -2.282203 0.740013 -1.870050 -0.241 -0.014 1.224 0.234
H 2.440624 1.104745 -1.632574 -0.974 0.325 0.332 0.501

21
Properties=species:S:1:pos:R:3:forces:R:3:nbo_charge:R:1 method="wB97M-V/def2-TZVPD" charge=-1 homo_lumo_gap_ev=7.43 lumo_energy_ev=3.69
C -1.831948 2.191910 0.440275 -0.859 0.122 0.103 -0.453
C 2.098069 0.317960 -1.228481 -0.723 -0.753 1.544 -0.606
C -0.710401 1.568754 0.123199 2.321 -0.203 0.514 -0.181
C 0.737696 -0.216242 -1.012751 -1.926 -1.119 -0.270 -0.070
C 2.695682 0.103807 0.318217 0.800 1.696 -1.361 0.813
C -1.056880 -1.801105 1.013821 -1.320 1.341 1.334 -0.605
C -1.410571 -1.001614 -0.297534 -2.097 1.803 4.000 -0.399
C -0.439680 0.191149 -0.393550 1.025 -0.362 -1.255 -0.141
O 2.649953 1.064625 1.094862 -0.718 0.389 -0.100 -0.768
O 3.220241 -0.983965 0.435592 0.515 -2.113 0.355 -0.760
H -1.797016 3.224758 0.811895 -0.099 -0.558 -0.119 0.189
H -2.796343 1.707740 0.355751 -0.205 0.081 -0.067 0.174
H 2.619385 -0.407172 -1.909281 -0.194 1.361 0.491 0.214
H 1.991670 1.356618 -1.480840 0.767 0.538 -0.358 0.210
H 0.188405 2.182896 0.404929 -0.457 -0.936 -0.780 0.230
H 0.704377 -1.271018 -1.445791 -0.315 1.177 0.955 0.173
H -1.265707 -1.045647 1.939121 1.056 -1.726 -2.100 0.202
H -0.026482 -2.160839 0.943732 -0.065 0.341 0.446 0.225
H -1.716517 -2.670661 1.266713 0.322 0.552 -0.630 0.183
H -1.301550 -1.531823 -1.150005 0.472 -2.094 -2.546 0.193
H -2.552377 -0.820138 -0.229875 1.699 0.464 -0.154 0.178

22
Properties=species:S:1:pos:R:3:forces:R:3:nbo_charge:R:1 method="wB97M-V/def2-TZVPD" charge=-1 homo_lumo_gap_ev="5.42 / 5.40" lumo_energy_ev="3.41 / 3.41"
C 0.312075 -0.779013 -0.061662 0.535 -1.579 0.449 -0.451
C -0.792382 -1.751310 -0.192244 1.492 -0.507 -0.552 0.544
C 1.578120 -1.337680 -0.075054 0.784 2.412 -0.018 0.733
C -0.026745 0.620554 0.415586 0.099 1.679 -0.688 -0.420
C -2.129939 -1.228685 -0.519256 -3.666 0.331 0.331 -0.507
C -1.373332 1.113618 -0.137183 -0.208 -0.373 -2.407 -0.382
C -2.470426 0.031893 0.256017 0.492 4.138 0.109 -0.407
C 2.880973 1.453431 0.094488 -0.438 -0.124 1.711 -1.045
O 2.713370 -1.690708 -0.143093 -2.767 -1.333 -0.043 -0.496
O -0.670592 -2.970539 -0.161723 0.415 -0.138 0.132 -0.613
S 4.378699 0.642736 -0.034298 -0.160 -0.597 -0.419 -0.122
H -0.111899 0.656483 1.501532 0.136 -0.128 0.299 0.180
H 0.782150 1.333545 0.143637 -0.661 -0.889 0.206 0.280
H -2.246657 -0.984163 -1.623698 0.229 -0.620 1.236 0.228
H -2.911654 -1.990703 -0.164094 1.228 0.584 -1.083 0.220
H -1.663771 2.178128 0.098237 0.462 -1.160 0.431 0.203
H -1.286385 1.166312 -1.331750 -0.227 -0.314 2.284 0.176
H -3.450751 0.659047 0.020142 1.368 -2.239 0.578 0.202
H -2.272954 -0.037095 1.379099 -0.925 -0.377 -1.298 0.199
H 2.371904 2.046374 -0.676124 0.566 -0.276 0.320 0.181
H 2.618526 1.509034 1.187589 -0.278 0.670 -1.365 0.170
H 3.771662 -0.641264 0.023849 1.524 0.840 -0.213 0.127

Strongest force on any atom? In order: 6.095, 5.208, 4.651, 4.992, 3.999, 4.706, 3.781, 4.073, 4.863, 4.168 eV/Å.